Entry 1:
17
Properties=species:S:1:pos:R:3 method="wB97M-V/def2-TZVPD" largest_force_ev_per_a=8.8 lumo_ev=0.11 e_tot_ev=-19589.890
C -2.546 0.772 -0.717
C -0.195 0.159 -0.225
C 2.146 -0.365 0.277
C 3.462 -0.165 0.000
H -3.325 0.479 -2.347
H -2.942 2.328 -0.562
H -3.030 -0.112 0.428
H -0.195 0.106 1.734
H -2.570 -1.417 1.185
H 1.215 0.711 -1.225
H 1.903 -1.316 0.869
H 4.449 -0.674 0.479
H 3.714 0.683 -0.693
N -1.114 0.600 -1.057
N -0.720 -0.296 0.939
N 1.050 0.367 -0.325
S -1.302 -1.860 1.239

Entry 2:
72
Properties=species:S:1:pos:R:3 method="wB97M-V/def2-TZVPD" charge=+1 largest_force_ev_per_a=3.3 lumo_ev="-4.88 / -4.87" e_tot_ev=-138593.280
Pt 0.018 0.153 -0.563
C -1.092 1.706 1.929
N -1.633 1.394 0.586
C -1.735 2.599 -0.251
C -1.725 2.213 -1.707
N -0.376 1.749 -2.073
C -0.351 1.094 -3.414
C 0.602 2.844 -2.020
C 0.470 3.929 -2.883
C 1.413 4.937 -2.894
C 2.506 4.860 -2.038
C 2.629 3.789 -1.171
C 1.666 2.778 -1.151
S 1.841 1.482 0.016
C -2.909 0.704 0.683
C -3.949 1.265 1.414
C -5.154 0.596 1.565
C -5.332 -0.654 0.977
C -4.306 -1.213 0.238
C -3.086 -0.536 0.081
S -1.874 -1.298 -0.898
H -1.671 2.485 2.429
H -0.060 2.039 1.828
H -1.120 0.804 2.539
H -0.877 3.235 -0.034
H -2.638 3.168 -0.023
H -2.022 3.074 -2.307
H -2.431 1.406 -1.906
H -0.807 1.746 -4.164
H -0.876 0.147 -3.378
H 0.682 0.904 -3.690
H -0.375 3.981 -3.563
H 1.304 5.773 -3.574
H 3.262 5.636 -2.043
H 3.475 3.716 -0.495
H -3.824 2.241 1.872
H -5.952 1.048 2.142
H -6.268 -1.187 1.092
H -4.428 -2.178 -0.243
C -2.139 -2.029 3.436
N -0.845 -1.423 3.764
C -0.472 -0.934 4.997
C 0.781 -0.447 4.863
N 1.156 -0.645 3.553
C 2.458 -0.289 2.977
C 0.157 -1.246 2.889
Se 0.202 -1.850 1.110
H -2.659 -2.267 4.358
H -1.985 -2.938 2.864
H -2.744 -1.342 2.846
H -1.117 -0.981 5.860
H 1.433 0.008 5.591
H 2.988 0.342 3.685
H 2.316 0.252 2.051
H 3.045 -1.181 2.780
F 2.724 -5.190 0.846
C 3.058 -4.455 -0.218
C 2.265 -4.392 -1.279
N 2.565 -3.632 -2.392
C 1.479 -3.157 -3.251
C 0.614 -2.027 -2.656
O -0.422 -1.739 -3.247
O 1.106 -1.464 -1.589
C 3.751 -2.900 -2.450
O 4.063 -2.215 -3.399
N 4.555 -3.021 -1.327
C 4.259 -3.646 -0.122
O 4.936 -3.491 0.872
H 1.333 -4.943 -1.309
H 0.824 -3.983 -3.518
H 1.924 -2.739 -4.144
H 5.393 -2.461 -1.349

Entry 3:
15
Properties=species:S:1:pos:R:3 method="wB97M-V/def2-TZVPD" smiles=C[C@@]12C[C@]1(O)CO2 largest_force_ev_per_a=4.5 lumo_ev=0.74 e_tot_ev=-9406.302
C 1.840 -0.153 0.576
C 0.615 -0.055 -0.123
C -0.131 -0.848 -1.100
C -0.838 -0.215 0.090
O -1.446 -0.957 1.084
C -1.048 1.270 -0.118
O 0.316 1.533 -0.492
H 2.814 -0.143 0.077
H 1.806 -0.890 1.385
H 1.652 0.911 1.118
H -0.263 -0.500 -2.121
H -0.003 -1.925 -0.989
H -2.244 -1.365 0.707
H -1.751 1.557 -0.911
H -1.318 1.779 0.818

Entry 4:
55
Properties=species:S:1:pos:R:3 method="wB97M-V/def2-TZVPD" smiles="COC(=O)[C@@H](Cc1cncn1COCc1ccccc1)NC(=O)OC(C)(C)C" largest_force_ev_per_a=0.7 lumo_ev=0.71 e_tot_ev=-35887.374
C -3.113 -5.225 0.498
O -2.354 -4.022 0.555
C -2.906 -2.950 -0.009
O -3.982 -2.942 -0.545
C -1.973 -1.753 0.061
C -0.913 -1.907 -1.069
C -0.237 -0.612 -1.346
C -0.467 0.316 -2.326
N 0.372 1.375 -2.182
C 1.098 1.104 -1.136
N 0.776 -0.088 -0.578
C 1.384 -0.680 0.582
O 1.982 -1.914 0.309
C 3.056 -1.849 -0.624
C 4.179 -0.952 -0.171
C 4.786 -1.176 1.059
C 5.802 -0.347 1.498
C 6.224 0.711 0.709
C 5.622 0.940 -0.516
C 4.599 0.115 -0.953
N -2.732 -0.541 -0.078
C -2.298 0.626 0.465
O -1.406 0.686 1.282
O -3.022 1.641 -0.014
C -2.778 2.999 0.429
C -3.756 3.834 -0.397
C -1.338 3.412 0.127
C -3.086 3.124 1.921
H -2.514 -5.985 0.993
H -4.067 -5.094 1.010
H -3.305 -5.502 -0.540
H -1.474 -1.725 1.034
H -1.416 -2.229 -1.984
H -0.191 -2.667 -0.767
H -1.179 0.280 -3.127
H 1.865 1.739 -0.739
H 2.115 0.045 0.971
H 0.624 -0.870 1.346
H 2.685 -1.523 -1.605
H 3.402 -2.884 -0.707
H 4.447 -2.000 1.670
H 6.268 -0.527 2.455
H 7.019 1.357 1.051
H 5.944 1.767 -1.132
H 4.125 0.302 -1.906
H -3.446 -0.513 -0.790
H -4.774 3.494 -0.224
H -3.679 4.881 -0.119
H -3.530 3.729 -1.454
H -1.215 4.474 0.321
H -1.097 3.209 -0.914
H -0.647 2.855 0.755
H -4.108 2.809 2.120
H -2.407 2.498 2.494
H -2.966 4.156 2.235

Entry 5:
114
Properties=species:S:1:pos:R:3 method="wB97M-V/def2-TZVPD" smiles=CC(C)O.CC(C)O.CC(C)O.CC(C)O.CC(C)O.CC(C)O.CC(C)O.CC(C)O.CO.CO.CO largest_force_ev_per_a=3.0 lumo_ev=0.56 e_tot_ev=-51750.347
C -9.277 20.984 -17.468
C -9.794 22.300 -16.895
C -8.736 23.410 -16.568
O -10.802 22.831 -17.720
H -8.699 20.330 -16.815
H -8.724 21.179 -18.387
H -10.166 20.366 -17.589
H -10.282 22.058 -15.950
H -7.848 23.044 -16.054
H -9.236 24.119 -15.908
H -8.459 23.984 -17.453
H -11.167 23.613 -17.300
C -10.699 29.333 -23.575
C -9.379 29.600 -22.870
C -8.332 28.500 -22.839
O -8.673 30.644 -23.381
H -11.291 30.235 -23.726
H -11.234 28.526 -23.074
H -10.626 28.955 -24.595
H -9.748 29.776 -21.860
H -7.391 28.864 -22.426
H -8.084 28.178 -23.850
H -8.625 27.635 -22.243
H -8.506 30.368 -24.285
C -13.884 28.165 -21.014
C -14.257 27.984 -22.491
C -13.916 26.680 -23.188
O -15.550 28.352 -22.650
H -13.929 29.214 -20.721
H -12.802 28.085 -20.912
H -14.276 27.453 -20.288
H -13.666 28.760 -22.976
H -12.961 26.218 -22.940
H -14.018 26.873 -24.256
H -14.709 25.944 -23.058
H -16.049 27.574 -22.391
C -8.969 23.659 -23.619
C -10.135 24.249 -24.489
C -9.858 25.716 -24.797
O -10.119 23.439 -25.666
H -8.039 23.450 -24.146
H -9.329 22.758 -23.122
H -8.799 24.399 -22.837
H -11.131 24.114 -24.067
H -8.899 25.896 -25.283
H -9.911 26.314 -23.887
H -10.564 26.073 -25.546
H -10.049 22.564 -25.276
C -5.165 24.603 -21.645
C -6.429 25.243 -20.923
C -6.566 24.595 -19.555
O -6.172 26.612 -20.758
H -4.958 23.539 -21.535
H -4.333 25.062 -21.111
H -5.111 24.731 -22.727
H -7.379 25.169 -21.452
H -6.992 23.601 -19.690
H -7.195 25.132 -18.845
H -5.611 24.499 -19.038
H -6.981 26.967 -20.382
C -14.170 24.577 -17.164
C -13.155 25.376 -16.327
C -13.137 24.962 -14.890
O -11.875 25.203 -16.817
H -14.329 25.101 -18.106
H -15.101 24.356 -16.643
H -13.793 23.581 -17.394
H -13.528 26.395 -16.230
H -12.529 25.687 -14.349
H -12.736 23.957 -14.758
H -14.043 25.030 -14.287
H -11.309 25.979 -16.811
C -10.161 31.008 -16.178
C -10.913 30.310 -17.344
C -11.460 31.320 -18.375
O -9.975 29.543 -18.024
H -10.850 31.767 -15.807
H -9.160 31.324 -16.471
H -10.088 30.361 -15.304
H -11.781 29.733 -17.025
H -12.401 31.730 -18.008
H -11.690 30.976 -19.384
H -10.830 32.200 -18.499
H -9.319 30.035 -18.522
C -6.997 29.350 -18.984
C -6.973 30.824 -19.407
C -6.311 31.109 -20.758
O -8.280 31.262 -19.387
H -7.733 28.762 -19.531
H -7.141 29.391 -17.904
H -6.041 28.870 -19.194
H -6.365 31.266 -18.618
H -6.952 30.905 -21.616
H -5.361 30.612 -20.954
H -6.094 32.170 -20.883
H -8.277 31.963 -20.043
C -10.560 25.656 -20.158
O -9.677 26.653 -19.755
H -10.186 25.040 -20.976
H -10.876 25.016 -19.334
H -11.486 26.146 -20.460
H -9.719 26.713 -18.798
C -12.390 22.757 -22.261
O -13.372 22.491 -21.345
H -11.508 23.133 -21.742
H -12.245 21.798 -22.758
H -12.863 23.477 -22.928
H -12.942 22.111 -20.575
C -9.541 27.500 -15.256
O -9.984 27.230 -16.505
H -9.165 26.598 -14.774
H -8.755 28.255 -15.244
H -10.302 27.903 -14.587
H -10.005 28.090 -16.931

Entry 6:
18
Properties=species:S:1:pos:R:3 method="wB97M-V/def2-TZVPD" charge=+1 largest_force_ev_per_a=2.3 lumo_ev=-4.98 e_tot_ev=-10711.981
H 3.065 -0.932 -0.113
N 2.085 -1.120 0.057
N 1.242 -0.261 -0.148
N 1.125 0.771 -0.940
N -0.138 1.315 -0.876
N -1.009 0.331 -0.295
C -1.771 -0.502 -1.335
C -0.090 -0.433 0.621
C -0.015 0.213 2.014
H 1.807 0.823 -1.677
H 0.054 2.166 -0.361
H -2.601 0.103 -1.745
H -1.158 -0.923 -2.149
H -2.193 -1.228 -0.627
H -0.231 -1.587 0.669
H -0.966 0.018 2.538
H -0.073 1.246 1.801
H 0.867 -0.001 2.566

Entry 7:
33
Properties=species:S:1:pos:R:3 method="wB97M-V/def2-TZVPD" smiles="NC(=O)CC[C@H](N)C(=O)N[C@@H](CC(=O)O)C(=O)O" largest_force_ev_per_a=2.5 lumo_ev=0.37 e_tot_ev=-26332.160
N -2.860 2.891 -0.037
C -3.143 1.532 -0.042
O -4.102 1.100 0.587
C -2.037 0.727 -0.812
C -1.635 -0.438 0.157
C -1.016 -1.693 -0.506
N -0.627 -2.899 0.284
C 0.283 -1.541 -1.343
O 0.369 -2.195 -2.391
N 1.447 -1.026 -0.744
C 1.757 -0.287 0.473
C 1.732 1.195 0.225
C 3.046 1.750 -0.305
O 3.195 2.919 -0.576
O 4.094 0.915 -0.411
C 1.153 -0.617 1.883
O 0.985 0.293 2.692
O 0.888 -1.880 2.298
H -3.495 3.516 0.391
H -2.418 3.387 -0.798
H -1.158 1.369 -0.962
H -2.348 0.263 -1.723
H -2.523 -0.702 0.697
H -1.022 0.038 0.933
H -1.697 -2.121 -1.297
H -0.654 -3.737 -0.353
H -1.390 -3.154 0.899
H 2.201 -1.111 -1.485
H 2.824 -0.557 0.701
H 1.484 1.725 1.178
H 0.946 1.467 -0.504
H 4.859 1.442 -0.656
H 0.861 -2.569 1.545

Entry 8:
15
Properties=species:S:1:pos:R:3 method="wB97M-V/def2-TZVPD" largest_force_ev_per_a=7.6 lumo_ev=0.50 e_tot_ev=-11682.063
H 1.383 -2.638 -0.348
N 0.300 -2.600 -0.290
C 0.000 -1.239 -0.052
N -1.344 -0.956 0.193
N 0.881 -0.267 -0.251
C 0.643 1.128 -0.175
N 1.528 1.884 -0.670
H 2.509 1.597 -0.895
N -0.753 1.490 0.154
O -0.999 1.268 1.509
H -1.836 -0.042 -0.322
H -1.909 -1.782 0.430
H 1.839 -0.557 -0.587
H -1.038 2.491 -0.002
H -1.204 0.223 1.307

Entry 9:
38
Properties=species:S:1:pos:R:3 method="wB97M-V/def2-TZVPD" smiles="C=N/C=C/C[C@H](C)N.O.O.O.O.O.O" largest_force_ev_per_a=2.4 lumo_ev=0.04 e_tot_ev=-21874.848
C 1.975 2.275 1.333
N 1.107 2.361 0.421
C -0.166 1.696 0.624
C -0.847 1.647 1.752
C -2.109 0.837 1.939
C -2.416 -0.215 0.889
C -3.812 -0.830 1.046
N -1.430 -1.333 1.026
H 1.929 2.079 2.411
H 2.957 2.723 1.147
H -0.439 1.372 -0.369
H -0.623 2.261 2.619
H -2.074 0.304 2.893
H -2.932 1.546 2.041
H -2.218 0.108 -0.133
H -4.592 -0.077 0.903
H -3.924 -1.005 2.124
H -3.893 -1.739 0.464
H -0.878 -1.341 0.188
H -1.879 -2.216 1.213
O 2.296 2.240 -2.232
H 1.561 1.845 -2.717
H 1.921 2.506 -1.370
O 1.167 -3.263 -0.992
H 1.310 -2.604 -0.298
H 1.168 -2.800 -1.832
O -0.204 -0.926 -2.430
H 0.075 -0.102 -2.836
H -0.535 -1.502 -3.121
O 1.808 -0.966 -4.222
H 1.324 -1.754 -3.970
H 2.435 -0.923 -3.485
O 3.144 -0.491 -1.753
H 3.925 -0.446 -1.183
H 2.975 0.469 -1.820
O 0.602 -0.755 3.581
H -0.045 -0.169 3.180
H 1.336 -0.811 2.968

Entry 10:
12
Properties=species:S:1:pos:R:3 method="wB97M-V/def2-TZVPD" smiles="O=[N+]([O-])[C@@H]1C=CON1" largest_force_ev_per_a=2.6 lumo_ev=0.67 e_tot_ev=-12293.117
O -2.277 -1.509 -0.029
N -1.698 -0.464 0.050
O -2.114 0.644 -0.118
C -0.049 -0.589 0.406
C 0.464 0.734 0.808
C 1.091 1.239 -0.258
O 1.155 0.393 -1.302
N 0.475 -0.793 -0.907
H -0.002 -1.438 1.081
H 0.323 1.187 1.765
H 1.561 2.189 -0.414
H 1.070 -1.593 -1.081

Entry 11:
17
Properties=species:S:1:pos:R:3 method="wB97M-V/def2-TZVPD" largest_force_ev_per_a=3.2 lumo_ev=0.26 e_tot_ev=-25069.210
C -1.735 -0.242 -0.351
C 0.855 -1.885 -0.328
C 0.921 1.011 -1.183
C 0.522 0.807 1.642
O -4.075 0.366 0.303
Si 0.242 -0.192 0.009
S -2.723 0.232 0.817
H -2.204 -0.260 -1.402
H 1.025 -2.126 -1.384
H 1.843 -2.029 0.015
H 0.413 -2.783 0.215
H 1.880 1.301 -0.749
H 0.875 0.706 -2.198
H 0.479 2.097 -1.272
H 1.565 0.819 1.928
H 0.014 1.815 1.463
H 0.104 0.361 2.476

Entry 12:
49
Properties=species:S:1:pos:R:3 method="wB97M-V/def2-TZVPD" charge=+1 largest_force_ev_per_a=1.4 lumo_ev="-4.89 / -4.73" multiplicity=2 e_tot_ev=-36335.602
Ru 1.335 -0.658 1.590
C 1.951 3.143 1.073
C 2.300 1.962 1.928
C 3.425 1.171 1.635
C 3.695 0.015 2.341
C 2.877 -0.341 3.443
C 1.802 0.475 3.798
C 1.517 1.608 3.027
H 2.847 3.607 0.662
H 1.395 3.890 1.637
H 1.328 2.822 0.233
H 4.065 1.459 0.811
H 4.559 -0.588 2.095
H 3.118 -1.215 4.030
H 1.221 0.244 4.679
H 0.663 2.223 3.282
N -5.597 -0.268 -5.883
C -4.818 -0.248 -5.040
C -3.836 -0.221 -3.979
C -3.699 0.919 -3.194
C -2.759 0.943 -2.177
C -1.944 -0.164 -1.957
C -2.083 -1.302 -2.745
C -3.033 -1.335 -3.752
C -0.925 -0.138 -0.873
C 0.411 -0.133 -1.228
C 0.953 -0.077 -2.532
C 2.322 -0.197 -2.418
C 2.593 -0.314 -1.051
N 1.469 -0.239 -0.322
C -1.374 -0.178 0.451
C -2.667 -0.429 0.891
C -2.629 -0.524 2.286
C -1.320 -0.313 2.649
N -0.531 -0.055 1.561
H -4.331 1.777 -3.380
H -2.652 1.824 -1.557
H -1.453 -2.163 -2.559
H -3.157 -2.219 -4.362
H 0.378 0.036 -3.437
H 3.054 -0.199 -3.208
H 3.554 -0.455 -0.584
H -3.530 -0.536 0.251
H -3.453 -0.705 2.956
H -0.914 -0.274 3.648
O 0.257 -2.538 0.542
C 0.948 -3.207 1.301
O 1.764 -2.591 2.095
H 0.906 -4.298 1.341

Relative energy (zero: lowest compared OMol25 entry of this formula, charge and spin)? In order: 9.747, 2.001, 3.530, 1.986, 3.163, 5.441, 2.219, 3.145, 0.713, 5.879, 2.064, 1.814 eV.